A cluster of 7 separate species, C43H89IN2O7S in total. Source: OMol25; level of theory: ωB97M-V/def2-TZVPD.

Last columns: bonded neighbours and bond lengths (Å).
CARTESIAN COORDINATES (ANGSTROEM)
1 C 0.202 -0.436 -1.617  C2 1.601, H25 1.132, H26 1.135, H27 1.121
2 C -1.054 -1.241 -1.037  C1 1.601, C3 1.604, H28 1.131, H29 1.120
3 C -0.648 -2.792 -1.071  C2 1.604, C4 1.576, C5 1.564, H30 1.136
4 C 0.528 -3.152 -0.084  C3 1.576, H31 1.134, H32 1.121, H33 1.125
5 C -1.921 -3.693 -0.957  C3 1.564, C6 1.462, C24 1.501
6 C -2.853 -3.656 -2.083  C5 1.462, C7 1.509, H34 1.124
7 C -4.145 -4.430 -2.185  C6 1.509, O8 1.393, C15 1.476
8 O -4.893 -4.274 -3.350  C7 1.393, C9 1.443
9 C -6.182 -3.673 -3.107  O8 1.443, C10 1.595, H35 1.133, H36 1.121
10 C -6.200 -2.079 -3.062  C9 1.595, C11 1.576, C12 1.602, H37 1.136
11 C -4.825 -1.381 -3.389  C10 1.576, H38 1.134, H39 1.120, H40 1.133
12 C -6.837 -1.592 -1.675  C10 1.602, C13 1.582, C14 1.596, H41 1.136
13 C -8.372 -1.955 -1.555  C12 1.582, H42 1.123, H43 1.134, H44 1.128
14 C -6.023 -2.118 -0.408  C12 1.596, H45 1.135, H46 1.122, H47 1.124
15 C -4.536 -5.332 -1.085  C7 1.476, C16 1.566, C20 1.496
16 C -5.837 -6.201 -1.147  C15 1.566, C17 1.578, H48 1.135, H49 1.126
17 C -5.776 -7.550 -0.331  C16 1.578, C18 1.577, H50 1.135, H51 1.126
18 C -4.627 -8.534 -0.776  C17 1.577, I19 2.205, H52 1.121, H53 1.121
19 I -4.119 -9.766 0.980  C18 2.205
20 C -3.621 -5.374 0.096  C15 1.496, N21 1.371, C24 1.543
21 N -3.716 -6.079 1.268  C20 1.371, S22 1.654
22 S -2.458 -5.828 2.312  N21 1.654, N23 1.692
23 N -1.612 -4.711 1.362  S22 1.692, C24 1.364
24 C -2.313 -4.563 0.201  C5 1.501, C20 1.543, N23 1.364
25 H -0.141 0.496 -2.160  C1 1.132
26 H 0.699 -1.065 -2.420  C1 1.135
27 H 0.964 -0.212 -0.826  C1 1.121
28 H -1.868 -1.100 -1.810  C2 1.131
29 H -1.361 -0.903 -0.014  C2 1.120
30 H -0.243 -2.951 -2.120  C3 1.136
31 H 0.301 -2.643 0.903  C4 1.134
32 H 0.675 -4.251 0.081  C4 1.121
33 H 1.473 -2.671 -0.461  C4 1.125
34 H -2.594 -2.985 -2.947  C6 1.124
35 H -6.836 -3.973 -3.983  C9 1.133
36 H -6.707 -4.045 -2.190  C9 1.121
37 H -6.935 -1.719 -3.850  C10 1.136
38 H -4.289 -1.196 -2.407  C11 1.134
39 H -4.150 -1.963 -4.065  C11 1.120
40 H -4.964 -0.357 -3.854  C11 1.133
41 H -6.732 -0.461 -1.651  C12 1.136
42 H -8.567 -3.010 -1.223  C13 1.123
43 H -8.858 -1.272 -0.792  C13 1.134
44 H -8.946 -1.792 -2.513  C13 1.128
45 H -6.438 -3.141 -0.142  C14 1.135
46 H -4.932 -2.257 -0.624  C14 1.122
47 H -6.234 -1.454 0.474  C14 1.124
48 H -6.690 -5.542 -0.790  C16 1.135
49 H -6.030 -6.448 -2.228  C16 1.126
50 H -6.762 -8.080 -0.514  C17 1.135
51 H -5.765 -7.332 0.774  C17 1.126
52 H -3.683 -8.003 -1.066  C18 1.121
53 H -4.986 -9.259 -1.553  C18 1.121
54 C -4.698 3.482 0.176  C55 1.519, H59 1.092, H60 1.092, H61 1.093
55 C -4.312 2.024 0.356  C54 1.519, O56 1.417, H62 1.093, H63 1.095
56 O -2.944 1.762 0.096  C55 1.417, C57 1.420
57 C -2.003 2.433 0.921  O56 1.420, C58 1.519, H64 1.095, H65 1.092
58 C -2.136 2.094 2.396  C57 1.519, H66 1.092, H67 1.092, H68 1.092
59 H -4.408 3.838 -0.815  C54 1.092
60 H -5.776 3.609 0.297  C54 1.092
61 H -4.203 4.123 0.910  C54 1.093
62 H -4.880 1.421 -0.358  C55 1.093
63 H -4.587 1.664 1.353  C55 1.095
64 H -2.060 3.515 0.759  C57 1.095
65 H -1.015 2.121 0.578  C57 1.092
66 H -3.086 2.443 2.806  C58 1.092
67 H -1.333 2.563 2.968  C58 1.092
68 H -2.093 1.013 2.547  C58 1.092
69 C 3.552 4.951 -0.534  C70 1.518, H74 1.093, H75 1.092, H76 1.093
70 C 2.182 5.098 0.103  C69 1.518, O71 1.417, H77 1.093, H78 1.095
71 O 1.624 3.871 0.540  C70 1.417, C72 1.421
72 C 2.355 3.164 1.532  O71 1.421, C73 1.519, H79 1.096, H80 1.093
73 C 2.528 3.937 2.829  C72 1.519, H81 1.093, H82 1.092, H83 1.092
74 H 3.525 4.220 -1.346  C69 1.093
75 H 3.891 5.910 -0.932  C69 1.092
76 H 4.295 4.609 0.189  C69 1.093
77 H 1.490 5.502 -0.640  C70 1.093
78 H 2.206 5.820 0.927  C70 1.095
79 H 3.323 2.843 1.134  C72 1.096
80 H 1.788 2.253 1.738  C72 1.093
81 H 3.145 4.828 2.687  C73 1.093
82 H 3.012 3.314 3.583  C73 1.092
83 H 1.559 4.266 3.213  C73 1.092
84 C 5.204 8.315 1.060  C85 1.519, H89 1.092, H90 1.092, H91 1.093
85 C 4.946 7.382 2.230  C84 1.519, O86 1.419, H92 1.093, H93 1.095
86 O 5.684 6.171 2.163  C85 1.419, C87 1.424
87 C 7.103 6.293 2.169  O86 1.424, C88 1.518, H94 1.095, H95 1.092
88 C 7.652 6.952 3.421  C87 1.518, H96 1.093, H97 1.092, H98 1.091
89 H 5.036 7.800 0.112  C84 1.092
90 H 4.545 9.184 1.113  C84 1.092
91 H 6.234 8.679 1.055  C84 1.093
92 H 3.890 7.098 2.226  C85 1.093
93 H 5.126 7.887 3.185  C85 1.095
94 H 7.440 6.814 1.267  C87 1.095
95 H 7.499 5.278 2.104  C87 1.092
96 H 7.334 7.995 3.499  C88 1.093
97 H 8.744 6.937 3.413  C88 1.092
98 H 7.298 6.434 4.314  C88 1.091
99 C -4.733 -9.440 -4.829  C100 1.519, H104 1.092, H105 1.092, H106 1.093
100 C -5.369 -10.806 -4.637  C99 1.519, O101 1.417, H107 1.093, H108 1.095
101 O -5.303 -11.630 -5.789  C100 1.417, C102 1.419
102 C -4.002 -11.954 -6.256  O101 1.419, C103 1.519, H109 1.096, H110 1.092
103 C -3.165 -12.718 -5.245  C102 1.519, H111 1.092, H112 1.092, H113 1.092
104 H -5.158 -8.937 -5.701  C99 1.092
105 H -4.894 -8.816 -3.947  C99 1.092
106 H -3.655 -9.517 -4.990  C99 1.093
107 H -6.431 -10.670 -4.418  C100 1.093
108 H -4.938 -11.323 -3.773  C100 1.095
109 H -3.483 -11.050 -6.594  C102 1.096
110 H -4.142 -12.579 -7.141  C102 1.092
111 H -2.943 -12.111 -4.364  C103 1.092
112 H -2.215 -13.021 -5.689  C103 1.092
113 H -3.695 -13.610 -4.902  C103 1.092
114 C 10.348 4.836 -2.507  C115 1.519, H119 1.092, H120 1.092, H121 1.093
115 C 9.868 4.300 -1.169  C114 1.519, O116 1.418, H122 1.092, H123 1.095
116 O 8.846 5.084 -0.576  C115 1.418, C117 1.421
117 C 7.636 5.205 -1.312  O116 1.421, C118 1.517, H124 1.096, H125 1.092
118 C 6.941 3.880 -1.558  C117 1.517, H126 1.092, H127 1.092, H128 1.092
119 H 10.652 5.881 -2.416  C114 1.092
120 H 11.195 4.251 -2.870  C114 1.092
121 H 9.562 4.789 -3.264  C114 1.093
122 H 10.706 4.310 -0.467  C115 1.092
123 H 9.549 3.257 -1.254  C115 1.095
124 H 7.815 5.740 -2.251  C117 1.096
125 H 6.974 5.839 -0.716  C117 1.092
126 H 7.532 3.225 -2.204  C118 1.092
127 H 5.976 4.042 -2.042  C118 1.092
128 H 6.781 3.351 -0.616  C118 1.092
129 C 4.969 5.881 5.601  C130 1.519, H134 1.092, H135 1.091, H136 1.093
130 C 3.589 6.012 6.222  C129 1.519, O131 1.418, H137 1.093, H138 1.095
131 O 3.036 4.776 6.644  C130 1.418, C132 1.419
132 C 3.760 4.071 7.641  O131 1.419, C133 1.519, H139 1.096, H140 1.092
133 C 3.908 4.838 8.943  C132 1.519, H141 1.092, H142 1.092, H143 1.092
134 H 4.959 5.154 4.786  C129 1.092
135 H 5.305 6.843 5.212  C129 1.091
136 H 5.708 5.541 6.332  C129 1.093
137 H 2.904 6.413 5.472  C130 1.093
138 H 3.596 6.729 7.050  C130 1.095
139 H 4.737 3.761 7.253  C132 1.096
140 H 3.200 3.154 7.835  C132 1.092
141 H 4.518 5.735 8.816  C133 1.092
142 H 4.389 4.214 9.700  C133 1.092
143 H 2.932 5.155 9.316  C133 1.092

Kohn-Sham gap (eV): 7.51
LUMO (eV): -0.66
SMILES: CC[C@@H](C)c1cc(OC[C@H](C)C(C)C)c(CCCI)c2nsnc12.CCOCC.CCOCC.CCOCC.CCOCC.CCOCC.CCOCC
HOMO energy (eV): -8.2
DFT total energy (eV): -82277.816
Strongest force on any atom (eV Å⁻¹): 3.849
Energy relative to the best compared isomer or geometry (same formula, charge and spin) (kJ/mol): 0.0